Entry 1:
{"formula": "C5H6Cl2", "method": "ωB97M-V with the def2-TZVPD basis set", "elements": ["C", "C", "Cl", "C", "C", "C", "Cl", "H", "H", "H", "H", "H", "H"], "positions_angstrom": [[0.99, 1.38, -0.15], [1.31, -0.10, -0.08], [2.90, -0.52, 0.24], [0.45, -1.09, -0.11], [-1.04, -1.13, -0.05], [-1.84, -0.14, 0.33], [-3.57, -0.18, 0.09], [1.90, 1.72, -0.78], [1.09, 1.82, 0.89], [-0.05, 1.55, -0.51], [1.06, -2.00, -0.34], [-1.45, -2.22, -0.31], [-1.74, 0.91, 0.78]], "smiles": "C/C(Cl)=C\\C=C\\Cl", "homo_ev": -8.643, "lumo_energy_ev": 0.413, "total_charge": 0, "homo_lumo_gap_ha": 0.3328, "relative_energy_kcal_mol": 22.6}

---

Entry 2:
{"formula": "C43H37F3IPSbSiTc", "method": "ωB97M-V with the def2-TZVPD basis set", "elements": ["Tc", "I", "C", "C", "C", "C", "C", "C", "C", "C", "C", "P", "C", "C", "C", "C", "C", "C", "C", "C", "C", "C", "C", "C", "C", "H", "H", "H", "H", "H", "H", "H", "H", "H", "H", "H", "H", "H", "H", "H", "H", "F", "C", "C", "C", "C", "C", "C", "Sb", "C", "C", "C", "C", "F", "C", "C", "C", "C", "C", "C", "F", "C", "C", "H", "H", "H", "H", "H", "H", "H", "H", "H", "H", "H", "H", "C", "Si", "C", "C", "H", "H", "H", "H", "H", "H", "H", "H", "H"], "positions_angstrom": [[0.37, -0.92, -0.60], [-0.12, -2.01, -2.99], [-1.98, -2.97, -2.82], [-1.99, -4.14, -3.52], [-3.20, -4.83, -3.70], [-4.35, -4.27, -3.22], [-4.33, -3.04, -2.51], [-5.57, -2.49, -2.09], [-5.63, -1.32, -1.41], [-4.43, -0.70, -1.03], [-3.20, -1.19, -1.40], [-1.91, -0.22, -0.57], [-2.40, -0.18, 1.14], [-2.63, -1.43, 1.74], [-3.04, -1.50, 3.06], [-3.20, -0.32, 3.79], [-2.98, 0.92, 3.20], [-2.57, 0.99, 1.88], [-1.81, 1.42, -1.28], [-2.31, 1.65, -2.57], [-2.21, 2.91, -3.13], [-1.61, 3.95, -2.41], [-1.10, 3.73, -1.14], [-1.19, 2.46, -0.57], [-3.11, -2.36, -2.22], [-1.08, -4.54, -3.96], [-3.21, -5.77, -4.23], [-5.30, -4.75, -3.39], [-6.48, -3.03, -2.35], [-6.58, -0.89, -1.12], [-4.50, 0.19, -0.41], [-2.55, -2.35, 1.16], [-3.25, -2.46, 3.52], [-3.53, -0.37, 4.83], [-3.14, 1.83, 3.76], [-2.43, 1.97, 1.42], [-2.80, 0.85, -3.12], [-2.61, 3.10, -4.12], [-1.55, 4.94, -2.85], [-0.64, 4.54, -0.58], [-0.80, 2.31, 0.43], [1.22, 5.80, 4.25], [1.32, 4.77, 3.42], [1.76, 5.00, 2.13], [1.87, 3.93, 1.26], [1.55, 2.65, 1.71], [1.08, 2.44, 3.01], [0.97, 3.51, 3.88], [1.89, 1.03, 0.43], [2.63, 1.81, -1.37], [1.87, 1.75, -2.55], [2.38, 2.26, -3.73], [3.64, 2.83, -3.71], [4.12, 3.33, -4.84], [4.41, 2.91, -2.57], [3.91, 2.38, -1.39], [3.59, 0.06, 1.19], [4.54, -0.44, 0.30], [5.66, -1.11, 0.78], [5.79, -1.26, 2.15], [6.85, -1.90, 2.61], [4.86, -0.77, 3.05], [3.75, -0.10, 2.57], [2.01, 6.01, 1.82], [2.22, 4.10, 0.24], [0.79, 1.45, 3.35], [0.62, 3.39, 4.90], [0.87, 1.33, -2.55], [1.82, 2.24, -4.66], [5.39, 3.37, -2.61], [4.51, 2.42, -0.49], [4.44, -0.30, -0.77], [6.43, -1.49, 0.12], [5.04, -0.89, 4.12], [3.04, 0.31, 3.27], [-0.59, -4.08, 0.41], [0.72, -2.90, 0.95], [0.50, -2.13, 2.60], [2.41, -3.49, 0.61], [-1.04, -4.54, 1.31], [-0.14, -4.86, -0.20], [-1.41, -3.62, -0.17], [0.00, -2.85, 3.26], [-0.10, -1.21, 2.60], [1.49, -1.90, 3.02], [2.63, -4.22, 1.40], [3.16, -2.70, 0.66], [2.48, -4.00, -0.36]], "homo_ev": [-16.201, -16.292], "lumo_energy_ev": [-10.572, -10.553], "total_charge": 3, "homo_lumo_gap_ha": [0.2069, 0.2109], "multiplicity": 4, "relative_energy_kcal_mol": 11.1}

---

Entry 3:
{"formula": "C2HFN2O", "method": "ωB97M-V with the def2-TZVPD basis set", "elements": ["O", "N", "C", "F", "C", "N", "H"], "positions_angstrom": [[-0.62, -0.42, 1.67], [-1.04, 0.49, 1.06], [-1.13, 1.58, 0.59], [-1.75, 2.23, -0.28], [1.63, -1.35, -1.10], [0.98, -0.58, -1.67], [1.94, -1.95, -0.26]], "smiles": "[O-][N+]#CF.C#N", "homo_ev": -9.924, "lumo_energy_ev": -0.219, "total_charge": 0, "homo_lumo_gap_ha": 0.3566, "relative_energy_kcal_mol": 95.5}

---

| no. | E (hartree) |
| --- | --- |
| 1 | -1114.42570 |
| 2 | -3208.94648 |
| 3 | -361.23999 |